(i)
Below is a 2-piece molecular cluster, CH2N2O3S2 overall, with properties calculated with the ωB97M-V functional and the def2-TZVPD basis.

Atoms and positions in Å:
C: 2.215 2.173 0.389
N: 2.184 1.020 0.068
N: -0.566 -0.209 -0.938
O: 2.079 3.327 0.581
O: -2.304 1.100 0.669
O: -1.826 1.955 -1.639
S: 3.381 -0.169 -0.232
S: -1.222 1.437 -0.403
H: -0.323 -0.442 -1.820
H: 0.175 -0.361 -0.242

Frontier orbital gap: 6.087 eV
Highest occupied orbital energy: -0.2 eV
Charge: -2

(ii)
Below is an isolated ion of composition CH2N2O3S2 and charge -2, with properties calculated with the ωB97M-V functional and the def2-TZVPD basis.

Atoms and positions in Å:
C: 1.731 -0.752 0.032
N: 0.959 0.725 0.700
N: -1.390 -0.344 0.463
O: 0.894 -1.552 -0.302
O: -0.991 2.103 0.539
O: -0.545 0.837 -1.533
S: 3.376 -0.789 0.030
S: -0.385 0.914 -0.083
H: -2.332 -0.003 0.290
H: -1.318 -1.139 -0.137

Structure (SMILES): N[S@](=O)([O-])=NC([O-])=S
Frontier orbital gap: 5.705 eV
Highest occupied orbital energy: 0.2 eV
Charge: -2

Most favorable structure: (i). The second most favorable one is 15.4 kcal/mol above it.

(i)
Below is a 2-piece molecular cluster, C4H6N4O3 overall, with properties calculated with the ωB97M-V functional and the def2-TZVPD basis.

Atoms and positions in Å:
C: -1.035 0.832 0.347
C: -0.175 -0.116 0.027
C: -0.930 2.328 0.464
C: -0.085 -2.648 -0.108
N: -2.077 0.148 0.818
N: -1.855 -1.138 0.729
N: -0.668 -1.306 0.205
N: 2.345 0.731 -0.787
O: 1.853 1.845 -0.699
O: 3.422 0.502 -1.304
O: 1.720 -0.336 -0.471
H: -0.543 2.711 -0.524
H: -2.005 2.584 0.665
H: -0.208 2.448 1.288
H: -0.070 -2.584 -1.162
H: 0.968 -2.632 0.159
H: -0.658 -3.368 0.355

Frontier orbital gap: 9.108 eV
Highest occupied orbital energy: -10.7 eV
Charge: 0

(ii)
Below is a 2-piece molecular cluster, C4H6N4O3 overall, with properties calculated with the ωB97M-V functional and the def2-TZVPD basis.

Atoms and positions in Å:
C: -0.942 2.254 0.327
C: -1.153 0.898 0.422
C: -0.018 2.686 -0.561
C: 0.752 0.619 -0.811
N: 0.801 1.880 -1.225
N: -0.269 0.060 -0.098
N: 1.706 -0.248 -1.127
N: -0.362 -3.211 1.204
O: 0.032 -4.336 1.263
O: -1.197 -2.590 1.906
O: 0.214 -2.433 0.285
H: -1.502 3.013 0.762
H: -1.937 0.454 0.995
H: -0.132 3.640 -0.923
H: 1.687 -1.172 -0.868
H: 2.622 -0.088 -1.638
H: -0.301 -1.425 0.084

Structure (SMILES): O=[N+]([O-])O.Nc1ncccn1
Frontier orbital gap: 9.695 eV
Highest occupied orbital energy: -9.6 eV
Charge: 0

Most favorable structure: (ii). The second most favorable one is 100.7 kcal/mol above it.